A structure of composition C22H42AlBrCl3F6N5O11PS in a non-equilibrium geometry. Source: OMol25; level of theory: ωB97M-V/def2-TZVPD.

Cartesian coordinates (Å):
C: -1.4922 -0.9770 -1.8668
C: -0.4737 -1.5485 -2.1455
N: 0.8353 -2.0887 -2.2578
C: 1.7478 -1.0426 -2.1117
N: 1.7537 -0.4521 -0.9518
N: 2.5685 -0.6510 -3.1960
C: 2.1909 0.8148 -3.4265
C: 2.4351 1.2145 -4.9196
C: 3.5202 2.3334 -5.0940
C: 3.0643 3.8241 -5.0530
F: 3.7826 4.4221 -5.9760
F: 1.5832 4.0350 -5.4045
C: 3.3531 4.5682 -3.7137
F: 3.0631 3.8259 -2.6435
F: 4.5988 4.9814 -3.6298
F: 2.5561 5.6419 -3.6745
P: 4.2424 -0.5733 -2.4702
O: 5.2853 -0.7060 -3.7259
Br: 4.4675 -2.5050 -1.2575
H: -2.4041 -0.5491 -1.4716
H: 0.8819 -2.4563 -3.2122
H: 1.2175 -0.8710 -0.1954
H: 2.1956 0.4460 -0.7695
H: 2.7876 1.4119 -2.7095
H: 1.1057 0.9153 -3.2095
H: 1.4330 1.4307 -5.4132
H: 2.8380 0.3255 -5.4421
H: 3.9362 2.1887 -6.1095
H: 4.3659 2.1503 -4.4066
H: 5.9721 -1.3435 -3.4455
F: 2.4609 4.4592 -0.6090
C: -0.7641 6.8974 1.8583
C: -0.2699 7.9138 0.8520
O: 1.1287 8.0624 1.1497
S: 1.7082 6.6621 1.6828
O: 2.3417 5.9803 0.5991
O: 2.3772 6.9013 2.9267
O: 0.3083 5.9470 1.9794
H: -0.9276 7.3531 2.8369
H: -1.6762 6.4027 1.5343
H: -0.7850 8.8674 0.9347
H: -0.3603 7.5411 -0.1701
Cl: 1.7370 5.8827 -6.7416
O: 2.6214 -4.6464 0.9222
H: 3.0905 -4.0089 1.4970
H: 3.2560 -5.3216 0.5498
H: 2.1197 -4.1963 0.2171
N: 3.6595 9.2862 4.5173
H: 3.2351 8.4337 4.1290
H: 3.3000 10.1033 4.0188
H: 3.4267 9.3634 5.5102
H: 4.6755 9.2411 4.4087
C: -6.0565 -0.7856 0.9902
C: -5.8783 -2.0135 0.1141
C: -6.0346 -3.3270 0.8297
O: -5.2389 -4.2052 0.0177
C: -4.2769 -3.4488 -0.5525
O: -3.3319 -3.8925 -1.1335
O: -4.5216 -2.1243 -0.3742
H: -6.0822 -1.0406 2.0510
H: -5.2546 -0.0702 0.8395
H: -7.0017 -0.2933 0.7613
H: -6.5314 -1.9500 -0.7594
H: -7.0668 -3.6679 0.8736
H: -5.6145 -3.3249 1.8385
C: 4.2666 -8.5064 2.3696
C: 5.2647 -7.3405 2.1714
O: 6.3005 -7.4325 2.8268
O: 4.9022 -6.4434 1.3687
H: 4.6483 -9.2401 3.0742
H: 3.3232 -8.1136 2.7497
H: 4.0928 -8.9971 1.4120
Al: 0.3056 2.6803 -5.4605
C: -3.8541 -1.4776 4.8121
C: -2.8178 -0.3810 5.0345
C: -3.3837 1.0269 4.8200
C: -3.8732 1.1768 3.4350
N: -4.2615 1.2955 2.3548
H: -4.2206 -1.4802 3.7828
H: -3.4172 -2.4582 5.0038
H: -4.7079 -1.3515 5.4803
H: -1.9738 -0.5458 4.3588
H: -2.4324 -0.4558 6.0528
H: -2.6124 1.7759 5.0031
H: -4.2087 1.2164 5.5084
Cl: -1.7680 -8.6626 -0.5487
C: -2.9914 -7.6018 -1.2983
C: -4.1620 -7.3417 -0.3835
Cl: -5.1522 -8.7976 -0.1225
H: -3.3089 -8.0616 -2.2321
H: -2.4940 -6.6607 -1.5312
H: -4.8128 -6.5912 -0.8276
H: -3.8358 -6.9780 0.5892

Values from the calculation:
gap between HOMO and LUMO = 1.0 eV
total charge = +3
lowest unoccupied orbital energy = -12.239 eV
max |F| = 3.45 eV/Å

List of Mulliken charges in e, atom by atom: 0.01, -0.67, -0.21, -0.12, 0.01, -0.01, -1.02, 0.12, -1.23, 1.14, -0.22, -0.04, 0.50, -0.18, -0.23, -0.24, 0.56, -0.41, -0.26, 0.57, 0.40, 0.29, 0.23, 1.00, 0.23, -0.15, 0.63, 0.42, 0.45, 0.33, -0.42, -0.31, -0.31, -0.33, 1.09, -0.31, -0.72, -0.28, 0.26, 0.33, 0.33, 0.27, -0.23, -0.31, 0.44, 0.46, 0.40, -0.44, 0.31, 0.39, 0.41, 0.40, -1.29, 0.47, -0.56, -0.29, 0.57, -0.52, -0.29, 0.30, 0.29, 0.40, 0.34, 0.33, 0.27, -0.73, 0.63, -0.40, -0.68, 0.30, 0.24, 0.27, 0.04, -0.87, -0.42, -0.48, 0.36, -0.51, 0.04, 0.35, 0.34, 0.26, 0.32, 0.28, 0.30, -0.21, -0.26, -0.16, -0.18, 0.37, 0.13, 0.05, 0.29

A structure of composition C22H42Cl3N2O3SScSi in a non-equilibrium geometry. Source: OMol25; level of theory: ωB97M-V/def2-TZVPD.

Cartesian coordinates (Å):
C: 2.7162 -2.1514 -2.8795
C: 1.9865 -1.5252 -4.0203
H: 2.7940 -3.2376 -3.0103
H: 2.2225 -1.9400 -1.9219
H: 3.7431 -1.7618 -2.8055
C: 1.7887 -2.1054 -5.2112
C: 2.3919 -3.4091 -5.6224
H: 1.1745 -1.6123 -5.9661
H: 2.3580 -4.1632 -4.8291
H: 3.4395 -3.3002 -5.9324
H: 1.8515 -3.8012 -6.4873
Sc: 0.4570 -0.2740 3.8906
Cl: 1.7556 1.2529 5.1729
Cl: 1.7731 -1.0201 2.0831
C: 0.0841 2.3475 2.6615
O: -0.6133 1.3637 3.0641
N: -0.4357 3.3272 1.9496
C: -1.8559 3.2993 1.6189
C: 0.4158 4.3236 1.3187
H: 1.1636 2.4116 2.8874
H: -2.3643 2.6807 2.3604
H: -2.0023 2.8719 0.6153
H: -2.2292 4.3295 1.6394
H: 1.4210 4.2342 1.7431
H: 0.0372 5.3309 1.5069
H: 0.4831 4.1829 0.2331
H: 0.3848 -4.8469 3.2564
H: -0.4384 -2.9595 1.4261
C: -0.6168 -4.7526 3.7071
C: -1.3952 -3.2896 1.8647
N: -1.2679 -3.5222 3.2917
H: -0.5060 -4.7429 4.7974
C: -1.4196 -2.5059 4.1351
O: -1.4460 -1.2928 3.7560
H: -2.1432 -2.5065 1.6898
H: -1.5138 -2.7686 5.1920
H: -1.2259 -5.6060 3.3844
H: -1.7064 -4.2287 1.4068
O: 0.2118 -0.3758 -2.9504
C: 1.4015 -0.1635 -3.7026
C: -0.0007 0.7062 -5.6928
C: 1.1704 0.7255 -4.9285
H: -0.8409 0.0821 -5.3813
C: -0.0595 1.4679 -6.8681
H: 2.1463 0.3401 -3.0675
C: 2.2662 1.4970 -5.3327
H: -0.9802 1.4607 -7.4579
C: 1.0513 2.2045 -7.2896
C: 2.2185 2.2209 -6.5172
H: 3.1645 1.4640 -4.7131
H: 1.0050 2.7742 -8.2193
H: 3.0975 2.7855 -6.8339
Si: -0.6977 0.4622 -1.8083
Cl: 1.0576 -2.1969 5.3218
C: -2.4824 0.1003 -2.2289
C: -0.3670 2.2838 -2.0721
C: -0.2271 -0.2134 -0.1509
H: -2.6632 0.2486 -3.3025
H: -3.1588 0.7637 -1.6716
H: -2.7394 -0.9370 -1.9768
H: -0.3520 -1.3044 -0.1348
H: -0.7961 0.2004 0.6926
H: 0.8311 -0.0152 0.0508
H: -0.5210 2.5446 -3.1286
H: 0.6617 2.5570 -1.8091
H: -1.0496 2.9011 -1.4742
C: -0.3825 0.5185 8.2649
S: -1.3069 0.3719 6.7373
C: -2.8505 0.9788 7.4027
H: 0.6637 0.2895 8.0464
H: -0.7976 -0.1936 8.9843
H: -0.4844 1.5379 8.6462
H: -3.2164 0.2561 8.1468
H: -2.6779 1.9556 7.8765
H: -3.5575 1.0689 6.5759

Values from the calculation:
gap between HOMO and LUMO = 8.5 eV
lowest unoccupied orbital energy = 0.348 eV
max |F| = 1.48 eV/Å

List of Mulliken charges in e, atom by atom: -1.30, 0.28, 0.38, 0.18, 0.27, 0.11, -1.41, 0.31, 0.36, 0.27, 0.37, 0.40, -0.49, -0.38, 0.32, -0.31, 0.24, -0.89, -0.78, 0.23, 0.26, 0.15, 0.44, 0.29, 0.32, 0.25, 0.30, 0.30, -0.90, -1.01, 0.26, 0.34, -0.10, -0.53, 0.30, 0.61, 0.33, 0.34, -0.28, 0.08, 0.06, 0.20, 0.47, -0.78, 0.44, -0.48, 0.39, -0.41, -0.65, 0.37, 0.37, 0.39, -0.11, -0.43, -1.02, -0.96, -0.52, 0.27, 0.32, 0.32, 0.01, 0.31, 0.27, 0.34, 0.31, 0.44, -0.99, 0.34, -1.05, 0.29, 0.32, 0.32, 0.32, 0.31, 0.29

A structure of composition C22H43AsN3PbSSb in a non-equilibrium geometry. Source: OMol25; level of theory: ωB97M-V/def2-TZVPD.

Cartesian coordinates (Å):
Pb: 1.5911 -0.4990 0.4249
C: 1.5147 -4.8916 4.7071
N: 0.9571 -3.9308 3.7610
C: 1.3767 -3.5356 2.5596
S: 0.3249 -2.5949 1.5568
N: 2.5955 -3.8477 2.1182
C: 2.8428 -3.9912 0.6918
H: 0.7105 -5.2653 5.3607
H: 2.3212 -4.4413 5.3536
H: 2.0400 -5.7005 4.1057
H: 0.1387 -3.4158 4.1015
H: 3.2192 -4.2857 2.7553
H: 2.9651 -3.0314 0.1951
H: 2.0884 -4.5093 0.1323
H: 3.7283 -4.6125 0.5481
C: -2.7066 -2.1009 -1.0603
C: -1.5384 -2.9143 -1.6338
Sb: 0.2346 -1.7059 -1.9894
C: -0.6142 -0.1488 -3.1600
C: -1.1518 -0.6116 -4.5510
C: 1.4654 -2.8997 -3.2635
C: 1.1008 -4.3764 -3.0846
H: -3.5924 -2.7364 -1.1475
H: -2.8066 -1.1561 -1.6383
H: -2.6319 -1.8535 0.0002
H: -1.8123 -3.2864 -2.6238
H: -1.3056 -3.7836 -1.0050
H: 0.1652 0.5405 -3.3406
H: -1.2999 0.4247 -2.5833
H: -0.3871 -1.1789 -4.9798
H: -1.3748 0.2123 -5.2477
H: -2.0155 -1.2700 -4.4239
H: 2.4954 -2.6895 -2.9977
H: 1.2404 -2.4663 -4.2387
H: 1.1008 -4.7169 -2.0417
H: 1.9197 -4.8963 -3.5608
H: 0.2194 -4.6740 -3.6280
N: 1.4696 1.8655 -1.5355
C: 1.1625 2.8558 -1.9801
C: 0.7755 4.1727 -2.4539
C: 1.5394 4.7445 -3.4790
C: 1.2287 6.0877 -3.8139
C: 0.2086 6.7350 -3.0870
C: -0.4986 6.1070 -2.0387
C: -0.1766 4.8543 -1.6747
H: 2.3261 4.2277 -3.9577
H: 1.8448 6.6404 -4.5336
H: -0.0636 7.7612 -3.3817
H: -1.3213 6.6943 -1.5178
H: -0.6072 4.3097 -0.8138
C: 0.8806 3.4444 1.7014
C: -0.4798 2.7886 1.4648
As: -0.5708 0.8947 1.6890
C: -2.5116 0.6940 1.4976
C: -3.3140 1.2525 2.6689
C: -0.1387 0.6888 3.5888
C: -0.6748 1.7009 4.5865
H: 0.7955 4.5530 1.8072
H: 1.6324 3.2435 0.8762
H: 1.3056 3.1183 2.6358
H: -0.7788 2.9601 0.4277
H: -1.2288 3.2264 2.1579
H: -2.6892 -0.3498 1.4963
H: -2.7412 1.1146 0.5544
H: -3.3997 0.5661 3.5221
H: -4.3575 1.4296 2.3149
H: -2.8850 2.2087 3.0029
H: 0.9752 0.6006 3.5794
H: -0.4251 -0.3480 3.9216
H: -0.5903 2.7390 4.3113
H: -0.0529 1.6920 5.4927
H: -1.7583 1.5667 4.7977

Values from the calculation:
gap between HOMO and LUMO = 8.5 eV
total charge = +2
lowest unoccupied orbital energy = -5.386 eV
max |F| = 3.44 eV/Å

List of Mulliken charges in e, atom by atom: 0.45, -0.95, -0.11, 0.39, -0.38, -0.14, -1.05, 0.34, 0.31, 0.32, 0.25, 0.30, 0.13, 0.39, 0.45, -0.84, -0.88, 0.79, -0.79, -1.20, -0.73, -1.12, 0.43, 0.28, 0.01, 0.51, 0.51, 0.47, 0.45, 0.33, 0.39, 0.29, 0.41, 0.48, 0.22, 0.41, 0.37, -0.18, -0.25, 0.82, -0.61, -0.60, -0.32, -0.69, -0.24, 0.51, 0.39, 0.37, 0.34, 0.34, -1.26, 0.04, 0.39, -0.48, -1.31, -0.42, -1.30, 0.40, 0.21, 0.43, -0.10, 0.39, 0.25, 0.64, 0.30, 0.40, 0.29, 0.45, 0.30, 0.32, 0.39, 0.27

Number 1: highest occupied orbital energy -13.2 eV. Number 2: highest occupied orbital energy -8.2 eV. Number 3: highest occupied orbital energy -13.9 eV.